This record from the Open Molecules 2025 dataset describes a structure of composition C26H76AgBN5O10 at a distorted geometry. The level of theory is ωB97M-V/def2-TZVPD.

Geometry as XYZ:
```
119
Properties=species:S:1:pos:R:3
Ag 1.152 -2.486 2.197
C -0.906 0.254 -0.689
C 0.006 -0.056 0.453
O -0.426 -1.052 1.376
H -1.931 -0.053 -0.481
H -0.809 -0.460 -1.506
H -0.843 1.230 -1.170
H 0.062 0.883 1.004
H 0.930 -0.410 -0.005
B -0.242 -4.337 3.073
H 0.050 -4.908 2.205
H 0.669 -3.943 3.495
H -0.751 -3.451 2.725
H -0.748 -4.977 3.779
C 2.111 -3.107 -1.992
C 0.776 -3.732 -1.730
O 0.599 -3.969 -0.374
O 2.960 -4.200 -1.815
H 2.474 -2.366 -1.281
H 2.021 -2.723 -3.008
H 0.622 -4.663 -2.277
H -0.024 -3.031 -1.967
H 1.457 -4.235 -0.037
H 3.087 -4.208 -0.863
C -3.650 -0.903 1.935
C -3.438 -0.190 3.270
O -2.150 0.425 3.345
O -2.932 -2.119 1.788
H -3.418 -0.201 1.134
H -4.698 -1.204 1.905
H -3.607 -0.983 3.999
H -4.262 0.453 3.580
H -1.586 0.021 2.682
H -2.011 -1.881 1.663
C -7.490 -3.975 -1.018
C -5.986 -4.010 -1.216
C -5.255 -2.732 -1.507
O -4.054 -3.021 -2.121
C -3.457 -1.975 -2.942
N -5.567 -4.500 0.057
H -8.021 -3.365 -1.748
H -7.804 -3.575 -0.053
H -7.997 -4.932 -1.144
H -5.848 -4.725 -2.027
H -5.231 -1.993 -0.706
H -5.797 -2.067 -2.180
H -2.623 -2.358 -3.529
H -3.089 -1.220 -2.247
H -4.183 -1.508 -3.607
H -5.929 -4.033 0.875
H -5.753 -5.492 0.106
C -0.763 4.017 4.462
C -1.381 4.332 3.115
C -0.420 4.140 1.916
O 0.506 5.246 1.854
C 1.825 4.938 1.449
N -2.567 3.541 2.977
H -1.459 4.172 5.286
H 0.109 4.652 4.617
H -0.400 2.989 4.496
H -1.963 5.254 3.091
H -1.025 4.130 1.010
H 0.002 3.151 2.092
H 1.817 4.329 0.545
H 2.318 4.414 2.268
H 2.426 5.829 1.267
H -2.922 3.425 2.039
H -2.443 2.569 3.224
C 1.325 1.274 -7.890
C 1.219 2.109 -6.654
C 1.256 1.210 -5.331
O 1.251 1.962 -4.149
C -0.065 2.242 -3.783
N 2.228 3.137 -6.527
H 0.468 0.603 -7.954
H 2.229 0.681 -7.758
H 1.592 1.894 -8.746
H 0.316 2.713 -6.741
H 2.192 0.653 -5.370
H 0.377 0.569 -5.401
H -0.587 3.022 -4.338
H -0.190 2.509 -2.734
H -0.717 1.374 -3.868
H 2.002 3.556 -5.636
H 2.003 3.778 -7.274
C 3.856 0.747 3.765
C 3.039 -0.493 3.670
C 1.836 -0.483 4.686
O 1.014 -1.701 4.437
C 0.188 -1.833 5.575
N 2.665 -0.736 2.265
H 3.179 1.590 3.902
H 4.298 0.961 2.792
H 4.603 0.708 4.557
H 3.602 -1.415 3.812
H 1.291 0.443 4.502
H 2.175 -0.348 5.713
H -0.595 -2.547 5.322
H -0.312 -0.889 5.791
H 0.562 -2.098 6.564
H 3.546 -0.798 1.774
H 2.362 0.118 1.820
C 5.069 0.753 -1.815
C 3.561 0.583 -1.504
C 2.994 1.968 -0.976
O 3.224 2.316 0.395
C 4.352 3.033 0.708
N 2.997 0.199 -2.737
H 5.273 1.477 -2.603
H 5.361 -0.262 -2.083
H 5.567 1.036 -0.888
H 3.562 -0.163 -0.709
H 1.922 2.020 -0.786
H 2.907 2.764 -1.715
H 4.535 4.006 0.253
H 5.232 2.401 0.597
H 4.224 3.202 1.778
H 2.882 1.116 -3.146
H 2.013 -0.020 -2.677
```

Spin multiplicity: 2
ΔE to the lowest compared entry with this formula, charge and spin in eV: 0.000
<S²>: 0.76
LUMO (alpha / beta) in eV: -0.1 / -2.9
Largest force on an atom in eV/Å: 5.08

Atomic partial charges in e from the Mulliken method, atoms 1 to 5: Ag -0.362; C -0.758; C 1.579; O 0.974; H -0.110


This record from the Open Molecules 2025 dataset describes a cluster of 10 separate species, C26H76N8O14 in total at a distorted geometry. The level of theory is ωB97M-V/def2-TZVPD.

Geometry as XYZ:
```
124
Properties=species:S:1:pos:R:3
C 2.396 -0.846 -0.930
O 2.594 -1.321 0.499
C 2.287 -2.683 0.704
C 2.084 -2.985 2.260
N 1.127 -2.176 2.887
C -0.125 -2.076 2.077
C -0.342 -0.689 1.653
O -0.324 0.129 2.823
C -0.412 1.503 2.613
H 3.189 -1.182 -1.598
H 2.183 0.212 -1.086
H 1.439 -1.174 -1.336
H 3.103 -3.311 0.347
H 1.429 -3.012 0.118
H 3.077 -3.028 2.707
H 1.700 -4.005 2.253
H 1.441 -1.250 3.140
H -0.835 -2.434 2.822
H -0.240 -2.659 1.163
H -1.340 -0.543 1.239
H 0.370 -0.290 0.932
H -1.373 1.795 2.189
H 0.188 1.722 1.731
H -0.063 1.938 3.550
C 2.891 -7.663 -4.491
O 2.395 -7.765 -3.142
C 1.371 -7.018 -2.649
C 1.868 -5.547 -2.296
N 0.808 -4.592 -1.905
C -0.246 -4.358 -2.927
C 0.161 -3.347 -4.090
O -0.911 -3.101 -4.960
C -0.671 -2.211 -5.948
H 3.803 -8.260 -4.525
H 3.165 -6.650 -4.785
H 2.248 -8.150 -5.225
H 1.084 -7.503 -1.716
H 0.578 -7.135 -3.387
H 2.208 -5.158 -3.256
H 2.768 -5.455 -1.687
H 0.446 -5.036 -1.073
H -0.990 -3.839 -2.323
H -0.830 -5.194 -3.312
H 0.929 -3.695 -4.781
H 0.276 -2.378 -3.604
H -0.423 -1.240 -5.519
H -1.578 -2.236 -6.552
H 0.125 -2.572 -6.599
C 1.974 6.327 1.684
O 1.183 6.479 0.530
C 0.304 5.371 0.258
C -0.786 5.129 1.249
N -1.808 4.265 0.654
C -3.091 4.555 1.349
C -4.104 3.720 0.618
O -4.224 4.119 -0.736
C -5.182 3.357 -1.523
H 2.946 5.945 1.371
H 1.574 5.689 2.472
H 2.155 7.266 2.207
H 0.843 4.424 0.235
H -0.101 5.561 -0.736
H -1.236 6.094 1.484
H -0.365 4.840 2.212
H -2.109 4.565 -0.262
H -3.388 5.577 1.581
H -2.932 4.049 2.301
H -5.118 3.744 1.017
H -3.679 2.719 0.543
H -6.049 2.929 -1.021
H -4.726 2.402 -1.785
H -5.601 3.843 -2.404
C -4.632 -0.355 1.161
O -3.941 -0.089 -0.053
C -4.244 -0.731 -1.235
C -3.082 -0.754 -2.230
N -3.040 0.485 -3.005
C -1.989 0.523 -4.004
C -0.576 0.966 -3.389
O -0.369 2.341 -3.041
C -1.451 2.883 -2.194
H -4.582 -1.434 1.308
H -5.675 -0.038 1.191
H -4.012 0.071 1.950
H -5.240 -0.661 -1.673
H -4.287 -1.760 -0.877
H -3.185 -1.613 -2.894
H -2.106 -0.895 -1.766
H -2.966 1.257 -2.359
H -2.091 1.192 -4.858
H -1.976 -0.470 -4.454
H 0.235 0.839 -4.106
H -0.236 0.314 -2.585
H -1.136 3.884 -1.900
H -1.547 2.382 -1.231
H -2.382 2.886 -2.762
N 7.012 -1.204 2.345
C 5.768 -1.269 2.057
N 5.664 -1.678 0.833
O 4.900 -0.813 2.740
H 7.802 -1.434 1.760
H 7.305 -0.780 3.213
H 4.744 -1.929 0.502
H 6.517 -2.039 0.430
N 1.073 3.628 4.990
C 0.177 3.574 5.979
N 0.728 3.962 7.114
O -0.922 3.036 5.949
H 0.923 3.374 4.024
H 1.885 4.203 5.161
H 1.519 4.590 7.123
H 0.147 3.972 7.940
O 2.928 3.277 -2.252
H 2.195 2.723 -2.521
H 2.836 4.070 -2.780
O -0.683 -4.064 4.723
H -1.308 -3.342 4.654
H 0.172 -3.654 4.590
O -2.644 1.565 4.570
H -2.118 1.903 5.295
H -2.264 0.708 4.377
O 2.849 0.990 2.446
H 3.571 0.373 2.563
H 2.231 0.531 1.877
```

ΔE to the lowest compared entry with this formula, charge and spin in eV: 4.279
LUMO in eV: 0.5
Largest force on an atom in eV/Å: 7.56

Atomic partial charges in e from the Mulliken method, atoms 1 to 5: C -1.053; O -0.023; C 0.013; C -1.156; N 0.008